The following is a DFT calculation (wB97M-V/def2-TZVPD) of a molecular structure, C23H62AsF6O22S8 at a distorted geometry.

## Properties
E_HOMO   -7.73 eV
ΔE to the lowest compared entry with this formula, charge and spin   6.806 eV
Gap between HOMO and LUMO   9.209 eV
Total charge   -1
E   -8589.17437 hartree

Structure (XYZ):
```
122
Properties=species:S:1:pos:R:3:forces:R:3
As 25.472570 -26.451830 20.142440 0.64 0.87 -0.89
S 24.589310 -34.330530 16.291110 0.75 -0.54 1.23
S 20.008210 -32.436580 26.813730 -0.87 0.02 0.62
S 31.084310 -34.118400 21.400760 2.12 1.26 -0.95
S 32.514520 -25.558740 15.157320 -1.60 2.08 -0.48
S 25.381010 -18.752840 16.828790 -0.21 0.97 -0.06
S 27.502090 -30.607020 29.518450 -0.13 1.29 -1.96
S 20.983200 -20.910170 25.565160 -0.58 -3.37 1.21
S 25.641710 -24.584800 10.389350 0.47 -0.36 0.77
F 24.509840 -27.847040 19.646150 0.91 0.42 0.39
F 26.397650 -24.903910 20.505120 -1.17 -1.86 -0.09
F 25.937860 -26.226680 18.384920 -0.53 -0.17 1.89
F 23.990990 -25.476580 19.918230 1.21 -0.45 0.20
F 27.004610 -27.379920 20.384090 -1.70 0.75 -0.19
F 25.009080 -26.761200 21.840680 0.64 0.49 -1.33
O 24.756610 -19.362940 15.675780 0.05 0.53 0.76
O 19.934180 -21.437270 24.365090 1.37 0.19 1.66
O 31.753260 -24.516570 14.367580 1.94 -3.26 1.99
O 26.267970 -30.864540 30.598070 2.16 -1.29 -0.81
O 28.447090 -29.621250 30.083490 -1.79 -2.52 -0.81
O 24.360600 -18.864320 18.144160 1.55 0.14 -2.13
O 29.856690 -34.859410 21.488180 0.79 -0.50 0.44
O 19.299000 -32.084730 25.584650 1.36 -0.28 1.64
O 20.991180 -21.780000 26.809950 -0.09 2.38 -3.92
O 19.726810 -31.722410 28.067400 0.96 -1.35 -2.43
O 32.353850 -34.400390 22.122500 -3.11 0.01 -1.30
O 32.225540 -26.990260 15.079230 0.63 2.63 0.11
O 25.718780 -35.324830 16.068180 -1.42 0.99 0.49
O 21.657050 -32.440030 26.570110 -3.71 0.63 2.91
O 24.052350 -24.195230 10.029980 2.11 -3.06 0.03
O 20.669900 -19.531050 25.700300 0.32 0.79 0.43
O 25.868260 -17.357890 16.722400 -1.14 -3.10 0.78
O 34.108750 -25.351510 14.859540 -0.96 -2.25 0.05
O 25.980720 -25.842590 9.672300 -0.96 3.39 1.32
O 31.490100 -34.020100 19.780430 -0.60 0.65 1.54
O 27.947620 -31.830580 28.808480 -0.70 1.99 2.31
O 26.341440 -23.300970 10.238010 -0.59 -2.38 -0.06
C 26.686180 -19.865360 17.356550 0.07 1.67 0.44
C 18.150840 -22.593770 25.489200 0.11 -1.99 1.94
C 22.461790 -21.213070 24.550370 -1.29 -0.01 0.49
C 23.460080 -23.239550 10.822250 -1.60 2.91 -0.80
C 18.555230 -21.431760 24.704560 -1.25 1.07 -1.44
C 24.554120 -32.382980 31.358700 0.63 -0.79 -1.32
C 23.699060 -20.166270 18.331230 -0.05 0.91 0.31
C 23.223180 -33.682990 25.390740 0.18 0.73 -0.98
C 31.605990 -35.188350 18.911850 -0.30 1.04 -0.15
C 30.685840 -32.338470 21.704710 1.11 -0.77 0.31
C 22.156940 -22.748880 10.078900 1.40 -0.15 1.21
C 22.290820 -19.764520 18.677420 -1.84 -0.24 0.00
C 23.665940 -34.776040 17.900920 0.34 -0.32 -0.89
C 31.365130 -34.672200 17.486860 -0.66 0.90 0.46
C 26.388520 -29.734520 28.345850 0.42 0.44 0.29
C 34.353540 -24.067320 12.794300 -0.72 -1.26 -1.36
C 19.756330 -34.238180 27.062640 -0.12 0.49 0.26
C 25.602340 -25.033440 12.276500 -0.38 0.43 -1.95
C 26.050420 -32.253470 30.936840 -2.39 0.08 2.31
C 32.600020 -24.993460 16.927350 -0.12 -1.90 -1.15
C 34.453810 -24.176290 14.247260 1.72 3.78 0.86
C 25.348980 -32.869510 17.067550 0.22 -0.29 -0.01
C 22.086480 -32.616570 25.292810 2.66 -1.19 -2.41
H 18.158610 -20.486060 25.073960 0.77 0.28 0.72
H 23.049530 -35.642380 17.660900 0.11 -0.04 0.04
H 34.633690 -23.076630 12.436320 -0.50 0.08 0.13
H 25.778180 -33.201190 18.013010 -0.08 0.08 0.04
H 24.778320 -25.745880 12.315650 0.14 0.03 0.27
H 24.140910 -33.333290 25.863580 -0.34 0.11 0.58
H 20.350140 -34.782200 26.328110 0.05 0.14 0.12
H 23.714980 -20.790540 17.437850 0.18 0.24 -0.09
H 18.660180 -23.499660 25.160500 -0.30 -0.09 -0.63
H 24.593630 -32.099620 17.225090 0.04 -0.03 -0.02
H 22.847770 -34.597840 25.849230 0.04 0.14 0.18
H 23.013120 -33.988860 18.278110 0.13 0.27 -0.41
H 32.656850 -35.463730 19.000970 -0.30 -0.83 0.14
H 24.499830 -33.431600 31.651210 -0.35 -0.09 0.22
H 21.387320 -23.515590 9.989730 0.10 0.07 0.07
H 26.704030 -29.795270 27.304280 0.38 -0.28 0.25
H 18.036790 -21.426380 23.745760 0.25 -0.46 -0.37
H 23.231380 -23.438940 11.869170 0.06 -0.96 -0.05
H 27.058050 -19.327590 18.228680 0.15 -0.38 0.27
H 33.343360 -24.408600 12.568070 0.01 0.54 -0.89
H 17.079950 -22.777170 25.576820 -0.06 0.19 -0.53
H 26.314440 -20.855440 17.620430 0.08 0.14 -0.37
H 24.384340 -35.024690 18.682050 0.18 -0.06 -0.23
H 21.632000 -19.676730 17.813510 0.45 -0.01 -0.58
H 19.997940 -34.507340 28.090880 0.46 0.19 -0.15
H 33.439680 -25.605920 17.255950 0.17 0.38 0.26
H 23.591130 -33.949490 24.399940 -0.32 -0.05 -0.27
H 21.858040 -21.940370 10.746040 -0.64 0.10 -0.27
H 22.153710 -18.788660 19.143250 0.71 -0.09 0.33
H 18.708790 -34.515320 26.944530 -0.05 0.50 -0.30
H 23.911810 -32.281720 30.483890 -0.24 0.28 0.17
H 32.753670 -23.920660 17.043900 -0.19 -0.27 -0.25
H 31.395790 -35.415690 16.690380 0.57 -0.07 0.24
H 25.426760 -24.133930 12.866550 -0.09 -0.06 -0.26
H 30.393930 -34.192620 17.364820 -0.42 -0.35 0.44
H 35.066890 -24.749100 12.331270 -0.05 -0.21 -0.10
H 26.305000 -33.021340 30.206320 0.19 0.66 -0.32
H 26.170080 -32.499800 16.453380 -0.25 -0.04 -0.21
H 31.248750 -32.101540 22.607540 0.13 -0.09 -0.05
H 35.486910 -23.872340 14.415860 0.49 -1.00 0.95
H 29.643560 -32.124620 21.941410 0.00 -0.41 -0.69
H 24.114640 -22.368070 10.835140 0.11 0.18 0.15
H 31.726850 -25.437330 17.405530 -0.21 0.58 0.02
H 25.364650 -30.098260 28.432360 0.28 -0.19 0.15
H 32.001130 -33.799440 17.338900 0.62 -0.43 -0.38
H 18.485760 -22.594920 26.526460 0.11 0.66 0.16
H 26.553230 -25.482570 12.563190 -0.07 0.01 -0.43
H 22.342630 -20.536640 23.704010 0.47 0.27 0.30
H 23.307270 -21.082360 25.225790 0.05 0.13 -0.43
H 22.375190 -22.220420 24.143140 0.12 -0.07 0.41
H 21.395230 -33.006590 24.545710 -0.68 0.09 0.48
H 22.399160 -31.638740 24.926490 0.38 -0.15 -0.25
H 24.262440 -20.660270 19.122850 -0.29 -0.07 0.11
H 22.420710 -22.330080 9.107750 -0.05 -0.15 0.04
H 33.962820 -23.342500 14.749090 -0.61 0.07 -0.14
H 21.712510 -20.476660 19.266070 0.52 -0.29 0.37
H 24.224520 -31.768850 32.196740 0.31 0.17 -0.24
H 27.472520 -19.785140 16.606000 -0.23 -0.51 -0.13
H 31.139700 -31.784350 20.883090 -0.44 0.04 0.00
H 30.832290 -35.887330 19.229520 0.48 -0.45 -0.06
H 26.419200 -28.685900 28.641750 -0.08 -0.05 0.06
H 26.466940 -32.510390 31.910810 1.28 0.31 -0.32
```
Positions in Å, forces in eV/Å.

***

The following is a DFT calculation (wB97M-V/def2-TZVPD) of 11 unconnected molecules or ions with the total composition C23H62F6N8O15S2 at a distorted geometry.

## Properties
E_HOMO   -1.66 eV
Gap between HOMO and LUMO   4.822 eV
Total charge   -2
E   -3875.60203 hartree

Structure (XYZ):
```
116
Properties=species:S:1:pos:R:3:forces:R:3
S -0.511625 0.869932 0.053574 -1.62 0.26 0.26
S 1.779918 -0.008815 -0.745104 1.74 -3.53 0.41
F 2.903366 -0.087052 -3.264627 0.54 0.04 -0.08
F -2.541193 -0.002333 -1.688039 0.37 0.54 0.03
F 3.780773 1.531484 -1.959362 -1.27 -2.58 -0.58
F -3.298910 0.645902 0.186740 0.69 1.03 -0.31
F -2.583666 2.186240 -1.315762 -0.28 -1.98 1.33
F 4.244745 -0.631198 -1.525063 -1.89 1.67 -1.55
O 7.475308 0.245775 -5.898232 0.34 -0.93 -0.74
O -1.420129 -1.204371 10.549663 0.62 2.52 1.67
O -0.530065 3.537156 -4.799218 1.39 -1.13 1.12
O -1.511173 -5.933657 -1.766574 -0.70 -0.20 -0.27
O -5.416024 0.416619 -4.792056 -1.14 -1.76 -0.98
O 1.218545 -2.680481 2.370653 -0.72 -2.16 -1.41
O -2.875992 -0.708428 4.298795 -0.11 0.81 -0.88
O 1.578306 -1.482198 -0.711075 0.34 2.53 -0.90
O 3.352044 5.574721 0.891833 2.36 0.70 -1.10
O -2.277034 -2.473730 -6.341670 -0.37 -0.23 -0.72
O 3.448865 -3.946205 0.112168 0.40 0.89 0.71
O -0.617461 -0.302895 0.924431 0.39 0.63 -1.58
O -0.375294 2.111110 0.779627 -0.05 -0.11 -0.92
O 2.277480 0.527652 0.488962 0.45 0.37 -0.05
O -3.004352 4.579907 -3.751678 -1.11 0.51 2.19
N -5.611125 2.671123 -4.761390 -1.41 1.83 -0.72
N -1.515797 -1.036125 6.920942 0.84 -0.05 -0.66
N 1.598989 5.410786 2.094305 -2.42 1.08 5.56
N 0.601445 0.841048 -1.347417 -2.18 -1.23 2.86
N -0.286845 3.106914 -2.539029 -0.95 1.67 0.55
N 0.843856 1.901657 -3.938233 1.83 -1.41 -1.93
N 1.402132 4.781048 0.067445 -2.33 -1.29 -3.46
N -3.885892 1.671572 -3.835779 2.83 0.16 1.80
C -2.459539 -4.854220 -1.872895 1.58 1.05 1.06
C -3.428052 0.460680 3.617572 0.71 -0.75 0.32
C 3.081884 -4.966628 -1.925366 1.68 -0.12 -0.88
C 3.955251 -3.940026 -1.189260 -0.48 -0.87 -0.91
C 6.234278 0.810020 -5.424063 3.25 0.22 0.49
C -4.978372 1.510388 -4.511029 -1.45 -0.31 0.10
C -0.035122 2.911784 -3.851751 -1.21 1.12 -1.15
C 2.228262 -1.942002 2.909242 2.13 1.32 1.61
C -1.375915 -2.070710 11.674648 -0.93 -0.45 -1.97
C -1.415074 -1.660669 9.219049 -0.52 -1.23 1.86
C -1.240199 -0.532532 8.237048 -0.17 -0.79 -0.44
C 3.420862 -2.871152 3.477187 -1.60 0.30 0.77
C 3.230018 0.234329 -2.041700 1.41 0.70 3.17
C -1.118837 -0.120468 5.870310 0.33 -0.43 -0.52
C -1.041349 -2.293936 -5.679344 -1.68 1.66 1.89
C -1.753164 -3.584087 -1.358978 -0.14 0.40 -0.54
C -1.217346 -1.077023 -4.670002 0.74 -0.71 -0.75
C 6.460629 1.044486 -3.932137 -2.86 0.36 -0.24
C -1.442267 -0.605208 4.492690 -1.05 -0.81 -0.75
C -2.405623 0.954787 -0.764513 1.57 0.16 -0.46
C -2.758432 5.960230 -1.645751 0.92 0.08 -1.15
C 2.174257 5.313251 0.967368 2.30 -0.93 -2.35
C -3.627896 5.129381 -2.605810 0.84 -0.10 -1.61
H 1.642154 4.540788 -0.883750 0.30 0.30 0.26
H -3.055935 0.564180 2.598298 0.60 -0.03 0.13
H -2.077993 -2.866112 11.424589 0.05 -0.71 0.30
H -3.322110 -5.066847 -1.241354 -0.38 -0.06 -0.45
H 0.043126 2.383456 -1.916275 -0.37 0.70 -0.15
H -0.188850 -0.244858 8.240181 0.02 0.37 0.20
H -0.285601 -2.041559 -6.423147 0.49 -0.30 0.34
H -1.555515 -3.490565 -0.291132 -0.23 -0.46 0.13
H -0.479099 -1.204761 -3.878299 0.38 0.37 -0.12
H -0.380221 -2.485863 11.830644 0.07 0.06 0.24
H -4.383360 5.880218 -2.837388 -1.12 -0.01 -0.50
H -6.585145 2.705276 -5.026388 0.44 -0.49 -0.02
H 4.327967 -2.393599 3.847592 -0.07 0.78 -0.65
H -0.781113 -3.507389 -1.846140 0.03 -0.02 -0.09
H 6.328204 0.154401 -3.317050 0.43 -0.17 -0.14
H 5.013619 -4.189420 -1.113368 0.00 -0.69 -0.01
H 0.488567 4.451199 0.344356 0.23 -0.10 -0.27
H -3.388973 0.867356 -3.480261 -0.27 0.36 -0.41
H 2.514215 -3.736453 0.048693 -0.25 0.39 0.30
H 0.445319 -2.161268 2.138019 0.22 0.45 -0.18
H 5.544046 1.604931 -3.748063 0.06 0.44 0.97
H -4.090236 4.350523 -1.999419 -0.50 -0.40 0.46
H 6.277964 1.767803 -5.942554 -1.16 0.10 0.04
H 1.084055 1.333685 -3.138350 -0.32 0.29 -0.61
H -1.882252 0.327122 8.429058 0.04 0.22 0.69
H 4.010082 -3.022678 -1.775408 -0.70 0.68 0.59
H -3.163172 5.933272 -0.634045 0.56 -0.09 0.25
H -2.143541 -3.289980 -6.829028 -0.46 -0.04 -0.29
H -4.502106 0.377336 3.451540 -0.06 -0.30 0.73
H 2.025780 -4.698074 -1.950157 0.04 -0.11 0.48
H 7.302344 1.663253 -3.621103 0.10 -0.18 -0.46
H -2.152121 -0.946311 -4.124830 -0.38 -0.83 -0.49
H -2.308176 -1.645603 6.776812 -0.12 0.59 -0.05
H -5.224686 3.540557 -4.422514 0.42 0.04 -0.06
H -3.168212 1.329515 4.222317 -0.26 0.30 -0.22
H 2.646837 -1.107101 2.347259 0.23 -0.63 -1.34
H 5.410501 0.150286 -5.696572 -0.13 0.29 0.22
H -1.500734 -6.134888 -0.827957 0.30 -0.17 0.04
H -2.631222 6.991723 -1.974307 -0.72 0.41 -0.04
H -3.650885 2.606798 -3.535402 0.93 0.65 -0.14
H 1.162927 1.640355 -4.860197 -0.09 -0.04 0.31
H -1.483526 0.903119 5.956095 -0.46 0.25 0.42
H 0.604781 5.258182 2.185746 0.49 -0.01 0.69
H -1.092631 -0.137917 -5.209090 0.30 0.02 0.14
H -1.734965 5.658082 -1.867825 0.35 -0.72 1.11
H 3.090350 -3.334124 4.406975 -0.51 -0.24 0.09
H -2.384102 -2.157420 9.170821 -0.30 -0.25 -1.05
H -0.920448 -3.211398 -5.103387 1.01 0.00 0.02
H -2.307352 -2.690932 -1.647519 -0.13 0.06 0.01
H -0.649341 -2.435408 9.179939 0.26 -0.02 -0.81
H 8.019481 0.090401 -5.122775 -0.02 -0.14 -0.16
H 1.709981 -1.299726 3.621260 0.58 -0.20 1.55
H 2.301211 5.526799 2.810915 -0.96 0.14 0.53
H -1.817023 -1.591703 12.548768 0.50 0.39 -0.11
H 3.378521 -5.064456 -2.969655 0.08 0.06 -0.27
H 3.336763 -5.921766 -1.466181 -0.78 -0.17 0.08
H -1.042131 -1.601657 4.305403 -0.09 -0.33 0.41
H -1.161746 3.594006 -2.407121 -0.15 0.17 0.16
H 3.727956 -3.715708 2.860328 -0.31 0.41 -0.60
H -2.686774 -4.662288 -2.921529 -0.27 -0.52 0.09
H -0.953480 -0.038379 3.700288 -0.23 0.63 0.07
H -0.033417 -0.022246 5.852300 0.33 -0.01 0.38
```
Positions in Å, forces in eV/Å.